No. 1
{
  "formula": "C5H6F7O",
  "method": "ωB97M-V with the def2-TZVPD basis set",
  "symbols": ["C", "C", "C", "C", "C", "O", "F", "F", "F", "F", "F", "F", "F", "H", "H", "H", "H", "H", "H"],
  "positions_angstrom": [[0.50, 0.64, -1.94], [1.57, -0.81, -0.11], [-0.75, 0.12, 0.15], [-0.32, 1.22, 1.28], [-1.45, -1.18, 0.72], [0.35, -0.20, -0.71], [-1.75, 0.62, -0.58], [0.36, 0.65, 2.26], [-1.38, 1.79, 1.73], [0.46, 2.11, 0.72], [-2.54, -0.74, 1.32], [-0.63, -1.74, 1.56], [-1.79, -1.95, -0.29], [-0.31, 0.33, -2.47], [0.35, 1.58, -1.61], [1.46, 0.31, -2.22], [1.33, -1.66, 0.64], [2.33, -1.09, -0.87], [2.21, 0.02, 0.41]],
  "mulliken_charge": [-0.679, -0.684, 0.400, 0.863, 0.629, -0.018, -0.285, -0.209, -0.208, -0.248, -0.212, -0.200, -0.218, 0.336, 0.379, 0.312, 0.318, 0.377, 0.348],
  "homo_lumo_gap_ha": 0.5019,
  "lumo_energy_ev": -3.198,
  "homo_energy_ev": -16.86,
  "total_energy_ha": -968.0638,
  "max_force_ev_per_a": 3.4,
  "total_charge": 1,
  "relative_energy_kcal_mol": 0.0
}

No. 2
{
  "formula": "C11H30N4O4P2S",
  "method": "ωB97M-V with the def2-TZVPD basis set",
  "symbols": ["C", "C", "O", "P", "O", "C", "C", "C", "C", "N", "P", "S", "O", "C", "C", "C", "N", "N", "N", "O", "C", "C", "H", "H", "H", "H", "H", "H", "H", "H", "H", "H", "H", "H", "H", "H", "H", "H", "H", "H", "H", "H", "H", "H", "H", "H", "H", "H", "H", "H", "H", "H"],
  "positions_angstrom": [[0.67, 3.55, 0.94], [0.37, 3.68, -0.54], [0.12, 2.40, -1.17], [1.38, 1.52, -1.59], [2.66, 1.97, -1.05], [0.92, -0.14, -1.11], [1.20, -0.41, 0.37], [0.17, -1.33, 1.01], [0.44, -2.84, 0.79], [1.41, -3.14, -0.29], [0.81, -3.85, -1.68], [2.15, -4.75, -2.75], [0.16, -1.03, 2.40], [-0.93, -1.59, 3.11], [-1.96, -0.56, 3.54], [-2.69, 0.19, 2.42], [-3.87, 0.82, 3.05], [-3.12, -0.73, 1.38], [-1.85, 1.21, 1.80], [1.27, 1.60, -3.18], [2.22, 0.83, -3.95], [2.00, 1.13, -5.43], [0.28, 4.39, 1.50], [0.18, 2.64, 1.30], [1.74, 3.43, 1.11], [-0.55, 4.24, -0.69], [1.16, 4.19, -1.07], [-0.14, -0.28, -1.35], [1.49, -0.84, -1.72], [1.21, 0.52, 0.95], [2.20, -0.83, 0.45], [-0.81, -1.10, 0.59], [0.77, -3.26, 1.73], [-0.52, -3.32, 0.56], [2.16, -3.75, 0.03], [0.18, -2.80, -2.36], [-0.27, -4.65, -1.28], [-0.53, -2.05, 4.01], [-1.44, -2.37, 2.54], [-2.72, -1.12, 4.10], [-1.53, 0.16, 4.23], [-3.99, 1.73, 2.64], [-3.70, 0.96, 4.04], [-4.05, -1.06, 1.62], [-3.24, -0.21, 0.52], [-1.54, 0.95, 0.88], [-1.03, 1.39, 2.36], [2.07, -0.24, -3.78], [3.23, 1.08, -3.64], [1.65, 2.16, -5.52], [2.94, 1.05, -5.98], [1.27, 0.45, -5.86]],
  "mulliken_charge": [-0.448, -0.441, -0.423, 0.971, -0.779, -0.439, -1.254, 1.066, -1.307, -0.077, 0.194, -0.400, -0.447, -0.584, -1.667, 1.011, -0.792, -0.552, -0.511, -0.341, -0.087, -1.243, 0.412, -0.253, 0.292, 0.401, 0.313, 0.388, 0.322, 0.663, 0.265, 0.007, 0.320, 0.346, 0.337, 0.054, 0.066, 0.431, 0.336, 0.485, 0.429, 0.276, 0.269, 0.320, 0.265, 0.099, 0.252, 0.158, 0.321, 0.313, 0.354, 0.311],
  "homo_lumo_gap_ha": 0.3527,
  "lumo_energy_ev": 0.576,
  "smiles": "CCOP(=O)(CC[C@@H](CN[PH2]=S)OCCC(N)(N)N)OCC",
  "homo_energy_ev": -9.02,
  "total_energy_ha": -2038.1045,
  "max_force_ev_per_a": 0.8,
  "total_charge": 0,
  "relative_energy_kcal_mol": 5.2
}

No. 3
{
  "formula": "C8H19N3O2",
  "method": "ωB97M-V with the def2-TZVPD basis set",
  "symbols": ["C", "C", "C", "C", "C", "C", "C", "C", "H", "H", "H", "H", "H", "H", "H", "H", "H", "H", "H", "H", "H", "H", "H", "H", "H", "H", "H", "N", "N", "N", "O", "O"],
  "positions_angstrom": [[1.11, 1.86, 1.39], [1.74, 1.65, 0.06], [0.76, 1.31, -1.02], [-1.25, -0.19, -1.35], [-2.35, 0.25, -0.53], [-2.83, -0.82, 0.42], [0.97, -1.11, -1.09], [1.75, -1.62, 0.12], [0.19, 0.24, 1.00], [1.24, -0.11, 2.02], [1.87, 2.21, 2.17], [0.31, 2.52, 1.35], [2.26, 0.67, 0.11], [2.31, 2.49, -0.27], [0.08, 2.11, -1.10], [1.28, 1.28, -1.99], [-1.32, -1.29, -1.26], [-1.57, 0.33, -2.35], [-3.20, 0.56, -1.06], [-2.05, 1.18, -0.02], [-3.64, -0.47, 0.96], [-2.94, -1.69, -0.25], [-1.06, -1.78, 1.17], [-1.82, -0.69, 2.25], [1.75, -0.97, -1.98], [0.26, -1.89, -1.35], [3.13, -1.66, -1.15], [0.54, 0.60, 1.91], [0.05, 0.00, -0.71], [-1.99, -1.36, 1.49], [3.14, -1.79, -0.18], [1.29, -1.80, 1.25]],
  "mulliken_charge": [-0.594, -0.270, -0.925, -0.410, -0.468, -1.103, -0.691, 0.394, 0.027, 0.383, 0.321, 0.374, 0.103, 0.396, 0.473, 0.344, 0.052, 0.102, 0.528, 0.243, 0.497, 0.343, 0.234, 0.295, 0.455, 0.189, 0.418, -0.611, 0.490, -0.549, -0.490, -0.550],
  "homo_lumo_gap_ha": 0.3192,
  "lumo_energy_ev": 0.379,
  "smiles": "NCCCN(CCCN)CC(=O)O",
  "homo_energy_ev": -8.31,
  "total_energy_ha": -630.8572,
  "max_force_ev_per_a": 4.0,
  "total_charge": 0,
  "relative_energy_kcal_mol": 23.2
}

No. 4
{
  "formula": "C4H7ClO",
  "method": "ωB97M-V with the def2-TZVPD basis set",
  "symbols": ["C", "C", "C", "C", "H", "H", "H", "H", "H", "H", "H", "O", "Cl"],
  "positions_angstrom": [[-0.28, 0.41, 1.34], [-0.26, -0.22, -0.05], [-0.13, 0.82, -1.21], [0.82, -1.34, -0.04], [0.01, -0.31, 2.12], [-1.27, 0.78, 1.38], [0.51, 1.09, 1.18], [-0.62, 1.75, -0.89], [0.95, 1.11, -1.32], [-0.39, 0.37, -2.07], [0.51, -2.37, 0.15], [1.97, -1.05, -0.31], [-1.83, -1.05, -0.29]],
  "mulliken_charge": [-1.347, 0.951, -1.410, -0.171, 0.330, 0.410, 0.367, 0.331, 0.317, 0.501, 0.395, -0.465, -0.210],
  "homo_lumo_gap_ha": 0.4029,
  "lumo_energy_ev": 0.830,
  "smiles": "CC(C)(Cl)C=O",
  "homo_energy_ev": -10.13,
  "total_energy_ha": -692.0155,
  "max_force_ev_per_a": 5.2,
  "total_charge": 0,
  "relative_energy_kcal_mol": 19.1
}